Entry w
A cluster of 2 separate species, C4H8 in total. Source: the Open Molecules 2025 dataset; level of theory: ωB97M-V/def2-TZVPD.

Last column: natural (NBO) charge in e.
Geometry (Å):
1 C -0.7756 0.1477 -1.1679  -0.657
2 C 0.1210 -0.1499 0.0084  -0.019
3 C 1.3855 -0.5978 -0.1621  -0.501
4 C -0.4421 0.1218 1.3564  -0.457
5 H -0.8409 -0.6850 -1.8864  0.230
6 H -1.7722 0.4368 -0.8133  0.208
7 H -0.4232 1.0406 -1.7114  0.226
8 H 1.5053 -1.1337 -1.0972  0.206
9 H 2.0858 -0.5857 0.6804  0.199
10 H 0.1084 -0.3119 2.1811  0.213
11 H 0.5658 1.5005 1.0700  0.133
12 H -1.5179 0.2165 1.5420  0.220

Summary:
Spin multiplicity: 1
E_HOMO (eV): -7.96
Gap between HOMO and LUMO (eV): 8.2

---

Entry x
A cluster of 2 separate species, C4H8 in total. Source: the Open Molecules 2025 dataset; level of theory: ωB97M-V/def2-TZVPD.

Last column: natural (NBO) charge in e.
Geometry (Å):
1 C -1.7800 -1.0483 0.0265  -0.386
2 C -1.7515 0.1636 -0.5635  -0.390
3 H -1.7238 -1.1271 1.1187  0.196
4 H -1.9426 -1.9208 -0.5633  0.194
5 H -1.7211 1.1243 0.0058  0.195
6 H -2.0493 0.2008 -1.5844  0.192
7 C 1.4990 0.9470 0.6264  -0.381
8 C 2.0716 -0.1176 -0.0398  -0.393
9 H 0.4458 1.1463 0.8385  0.194
10 H 2.0915 1.8258 0.8309  0.186
11 H 1.5591 -0.9338 -0.5342  0.201
12 H 3.1060 0.0165 -0.4095  0.192

Summary:
Spin multiplicity: 1
E_HOMO (eV): -9.83
Gap between HOMO and LUMO (eV): 11.1

---

Entry y
An isolated molecule of C4H8. Source: the Open Molecules 2025 dataset; level of theory: ωB97M-V/def2-TZVPD.

Last column: natural (NBO) charge in e.
Geometry (Å):
1 C 0.3178 0.1201 -1.5644  -0.606
2 C 0.0141 0.6539 -0.2123  -0.443
3 C 0.3418 -0.2195 0.9697  -0.160
4 C -0.6331 -0.8543 1.6254  -0.410
5 H -0.4986 -0.5884 -1.8441  0.205
6 H 1.3043 -0.3087 -1.8038  0.213
7 H 0.2676 0.9136 -2.2458  0.208
8 H 0.5450 1.6150 -0.0849  0.205
9 H -1.0669 1.0164 -0.1186  0.203
10 H 1.4119 -0.4027 1.2095  0.199
11 H -1.6341 -0.6356 1.4230  0.188
12 H -0.3697 -1.3097 2.6463  0.199

Summary:
Spin multiplicity: 1
E_HOMO (eV): -9.66
Gap between HOMO and LUMO (eV): 10.9

---

Which structure is the least stable? The one labeled entry w.

---

Entry w
The ion C6H12NS with charge +1. Source: the Open Molecules 2025 dataset; level of theory: ωB97M-V/def2-TZVPD.

Last column: natural (NBO) charge in e.
Geometry (Å):
1 C 1.6291 0.7022 -0.6332  -0.410
2 C 1.3604 0.6769 0.7880  -0.403
3 C -1.5344 0.0845 1.1098  -0.400
4 C -1.5578 1.2637 0.0067  -0.367
5 C 0.6111 -0.2618 -0.1069  0.077
6 C -0.8586 -0.1916 -0.2694  -0.203
7 N 0.9918 -1.7187 -0.1661  -0.716
8 S -1.4603 -1.1664 -1.7049  -0.007
9 H 1.3101 1.4144 -1.2893  0.256
10 H 2.5673 0.2401 -0.9184  0.220
11 H 2.0217 0.0204 1.5111  0.224
12 H 0.9087 1.4809 1.3190  0.256
13 H -0.8540 0.4067 1.8515  0.223
14 H -2.4227 -0.3410 1.4147  0.240
15 H -2.3655 1.4672 -0.6224  0.225
16 H -0.9614 2.0943 0.1485  0.214
17 H 2.0315 -1.6542 0.0502  0.468
18 H 0.6842 -1.9797 -1.1428  0.465
19 H 0.3239 -2.2312 0.5281  0.467
20 H -2.4253 -0.3068 -1.8743  0.171

Summary:
Spin multiplicity: 1
E_HOMO (eV): -13.17
Gap between HOMO and LUMO (eV): 9.6
Total charge: +1

---

Entry x
A cluster of 2 separate species, C6H12NS in total. Source: the Open Molecules 2025 dataset; level of theory: ωB97M-V/def2-TZVPD.

Last column: natural (NBO) charge in e.
Geometry (Å):
1 C -0.3295 1.7848 -0.6109  -0.046
2 C 2.1365 0.4228 0.7064  -0.392
3 C 2.0873 -0.7186 0.1097  -0.161
4 C -1.3740 1.1578 -0.4379  0.019
5 C 3.2704 -1.4930 0.2754  -0.665
6 C -2.8959 -0.6952 0.1983  -0.331
7 N -2.7010 0.7350 -0.3999  -0.552
8 S -4.7110 -0.9891 -0.0415  0.070
9 H 0.5474 2.2921 -0.9219  0.280
10 H 1.5644 1.0883 0.4883  0.133
11 H 2.7278 0.8304 1.5296  0.197
12 H 1.0289 -0.8960 -0.3570  0.196
13 H 3.4667 -2.2916 -0.4480  0.230
14 H 4.2034 -0.8606 0.2700  0.236
15 H 3.0647 -1.8823 1.3169  0.235
16 H -2.2057 -1.4324 -0.1142  0.258
17 H -2.6947 -0.6466 1.2580  0.256
18 H -3.2753 1.4149 0.2005  0.475
19 H -3.1156 0.8728 -1.2770  0.452
20 H -4.7599 -0.8869 -1.2918  0.111

Summary:
Spin multiplicity: 1
E_HOMO (eV): -11.87
Gap between HOMO and LUMO (eV): 7.9
Total charge: +1

---

Entry y
The ion C6H12NS with charge +1. Source: the Open Molecules 2025 dataset; level of theory: ωB97M-V/def2-TZVPD.

Last column: natural (NBO) charge in e.
Geometry (Å):
1 C 0.1734 0.3394 -0.1970  0.080
2 C -1.1388 0.2899 -0.6295  -0.042
3 C -0.0999 -2.0068 -0.0663  -0.328
4 C 0.9758 1.5790 -0.3077  -0.664
5 C -1.8794 1.3808 -1.3252  -0.689
6 C 0.9675 -0.9567 1.7981  -0.437
7 N 0.7981 -0.9032 0.4233  -0.363
8 S -1.8687 -1.3692 -0.2901  0.292
9 H 0.2248 -2.3018 -1.0835  0.249
10 H -0.1540 -2.8408 0.5671  0.243
11 H 1.3768 1.5568 -1.2796  0.244
12 H 1.6485 1.6054 0.4845  0.225
13 H 0.4126 2.4925 -0.1885  0.255
14 H -2.9301 1.5539 -1.2428  0.270
15 H -1.8969 1.3065 -2.3779  0.263
16 H -1.4483 2.3312 -1.0209  0.238
17 H 0.0602 -1.1562 2.3752  0.250
18 H 1.5994 -1.9111 2.0580  0.239
19 H 1.4549 -0.0721 2.1582  0.240
20 H 1.7242 -0.9175 0.1446  0.436

Summary:
Spin multiplicity: 1
E_HOMO (eV): -12.76
Gap between HOMO and LUMO (eV): 9.6
Total charge: +1

---

Which structure is the least stable? The one labeled entry x.